Here is the ion C5H13N2O with charge +1 at a distorted geometry from the OMol25 dataset. Energies are from wB97M-V/def2-TZVPD.

Last columns: bonded neighbours and bond lengths (Å).
Geometry (Å):
1 N 0.642 1.856 -0.118  C2 1.501, H9 1.017, H10 1.062, H11 1.032
2 C 0.599 0.614 0.722  N1 1.501, C3 1.599, C6 1.516, H12 1.120
3 C -0.323 -0.407 -0.094  C2 1.599, C4 1.505, H13 1.094, H14 1.086
4 C 0.096 -0.576 -1.530  C3 1.505, C5 1.534, H15 1.129, H16 1.096
5 C -0.633 -1.729 -2.231  C4 1.534, H17 1.098, H18 1.088, H19 1.087
6 C 0.000 0.855 2.095  C2 1.516, N7 1.341, O8 1.216
7 N -0.150 -0.218 2.885  C6 1.341, H20 1.032, H21 1.011
8 O -0.357 2.002 2.285  C6 1.216
9 H -0.061 1.922 -0.851  N1 1.017
10 H 0.432 2.580 0.631  N1 1.062
11 H 1.567 1.904 -0.572  N1 1.032
12 H 1.600 0.125 0.828  C2 1.120
13 H -1.343 -0.013 -0.086  C3 1.094
14 H -0.361 -1.333 0.473  C3 1.086
15 H -0.112 0.410 -2.040  C4 1.129
16 H 1.179 -0.732 -1.594  C4 1.096
17 H -1.149 -1.197 -3.041  C5 1.098
18 H -1.345 -2.250 -1.595  C5 1.088
19 H -0.030 -2.480 -2.735  C5 1.087
20 H -0.491 -0.203 3.859  N7 1.032
21 H 0.241 -1.133 2.707  N7 1.011

Output
* E_LUMO: -0.121 Eh
* SMILES: CCC[C@@H]([NH3+])C(N)=O
* HOMO-LUMO gap: 11.4135 eV
* HOMO energy: -14.71 eV
* DFT total energy: -382.8279 Ha
* charge: +1
* energy above the lowest of the compared OMol25 structures with the same formula, charge and spin: 88.6 kJ/mol